1.
Formula: C12H19NO
Source: OMol25
Level of theory: ωB97M-V/def2-TZVPD

Properties
energy relative to the best compared isomer or geometry (same formula, charge and spin): 3.710 eV
SMILES string: CCN(C)C(C)=O.Cc1ccccc1
HOMO energy: -9.08 eV
charge: 0
LUMO energy: 0.8 eV

Each line ends with the natural charge from an NBO analysis.
Geometry (Å):
O 3.33 0.81 1.30  -0.58
N 2.15 0.44 -0.56  -0.46
C 2.97 2.71 0.09  -0.74
C -1.07 0.26 2.22  -0.63
C -1.27 -1.54 0.50  -0.22
C -3.72 -0.61 -0.29  -0.22
C 2.81 1.23 0.35  0.67
C -1.78 -0.46 1.14  -0.04
C 0.13 0.36 -2.27  -0.64
C 2.25 -1.10 -0.35  -0.40
C 0.76 0.86 -1.01  -0.23
C -3.20 -1.77 -0.91  -0.23
C -1.87 -2.13 -0.66  -0.20
C -3.05 0.09 0.73  -0.20
H 2.98 -1.35 0.29  0.22
H -0.24 -0.77 -2.10  0.22
H 3.16 2.94 -0.97  0.22
H 1.36 -1.47 0.03  0.18
H 1.21 1.93 -1.18  0.21
H -0.36 -1.80 0.88  0.20
H -0.21 1.05 1.88  0.22
H 2.33 -1.57 -1.33  0.20
H -1.66 0.77 2.92  0.22
H -3.65 -2.49 -1.55  0.22
H -1.52 -2.96 -1.30  0.22
H 0.93 0.52 -3.03  0.22
H -3.33 1.03 1.34  0.22
H 0.00 0.81 -0.28  0.19
H 1.98 3.28 0.53  0.23
H -0.95 0.83 -2.49  0.24
H -4.78 -0.37 -0.47  0.22
H -0.50 -0.59 2.75  0.22
H 3.95 3.23 0.46  0.25


2.
Formula: H48O24
Source: OMol25
Level of theory: ωB97M-V/def2-TZVPD

Properties
energy relative to the best compared isomer or geometry (same formula, charge and spin): 3.988 eV
HOMO energy: -9.05 eV
charge: 0
LUMO energy: -0.9 eV

Each line ends with the Mulliken charge.
Geometry (Å):
O -2.38 -1.75 1.89  -0.52
O 0.30 0.26 -0.21  -0.35
O 0.32 -1.37 2.54  -0.62
O 1.09 0.19 -3.12  -0.55
O 5.48 0.18 2.42  -0.65
O 1.38 -5.41 -0.44  -0.59
O -2.64 1.61 -5.97  -0.61
O -2.15 4.57 -1.38  -0.56
O 2.87 -2.45 1.75  -0.63
O 3.64 -0.65 -0.22  -0.31
O -4.87 1.56 -1.95  -0.56
O 1.80 0.84 2.19  -0.73
O -3.76 4.46 1.27  -0.62
O -2.09 1.29 -3.08  -0.60
O 0.76 -2.87 -1.93  -0.52
O -1.53 -4.38 2.48  -0.63
O 4.11 -3.36 -1.61  -0.56
O -2.74 0.70 2.98  -0.74
O 4.38 -0.68 -3.74  -0.60
O 4.46 1.76 -2.23  -0.59
O -2.33 1.78 0.35  -0.59
O -1.73 0.74 5.45  -0.62
O -4.61 0.06 0.41  -0.70
O 1.85 -0.06 4.69  -0.65
H 1.71 0.62 1.26  0.16
H 5.66 -0.76 2.44  0.32
H 4.39 0.02 -3.09  0.29
H 0.55 0.34 -1.13  0.13
H -5.54 1.31 -2.60  0.30
H -2.45 0.32 5.92  0.29
H 4.69 0.26 1.89  0.36
H 1.00 -0.48 4.81  0.35
H 5.37 2.07 -2.21  0.27
H 3.45 0.15 -0.71  0.17
H -5.38 -0.41 0.09  0.30
H -2.96 4.66 -1.89  0.31
H -2.63 -0.98 2.40  0.28
H -1.93 1.91 -6.54  0.31
H 1.48 -5.96 -1.23  0.28
H 3.94 2.51 -1.95  0.28
H -2.71 1.92 -2.70  0.24
H -5.10 1.06 -1.17  0.34
H 4.80 -2.69 -1.68  0.23
H 1.01 -1.98 -2.19  0.24
H -2.65 2.66 0.15  0.21
H 1.88 0.18 3.77  0.34
H 2.19 1.71 2.20  0.24
H -2.24 1.52 -5.11  0.37
H -2.42 1.10 2.17  0.35
H -1.89 0.53 4.53  0.43
H -3.00 1.19 0.00  0.24
H -3.79 4.56 2.22  0.31
H 5.27 -1.02 -3.74  0.30
H 2.05 -2.12 2.12  0.51
H 1.93 -0.08 -3.51  0.27
H -1.47 4.94 -1.95  0.27
H 4.50 -0.93 -0.55  0.15
H -4.93 0.55 1.17  0.30
H -1.27 -4.10 3.36  0.29
H -2.85 4.68 1.04  0.33
H -0.12 -2.98 -2.28  0.25
H -0.54 -1.47 2.14  0.48
H 0.82 0.95 -3.63  0.22
H 0.66 -0.55 2.18  0.37
H 1.18 -4.54 -0.78  0.34
H -3.37 1.33 3.34  0.30
H 3.46 -3.09 -2.26  0.32
H -1.64 -3.56 2.00  0.34
H -2.32 0.45 -2.68  0.29
H -0.48 0.80 -0.12  0.36
H 2.97 -1.98 0.92  0.25
H -2.87 -1.67 1.08  0.21


3.
Formula: C3H10Si
Source: OMol25
Level of theory: ωB97M-V/def2-TZVPD

Properties
energy relative to the best compared isomer or geometry (same formula, charge and spin): 3.523 eV
HOMO energy (spin up / spin down): -8.52 / -7.08 eV
charge: 0
LUMO energy (spin up / spin down): 0.1 / 0.2 eV

Each line ends with the natural charge from an NBO analysis.
Geometry (Å):
Si 0.43 0.67 0.49  1.12
C -2.50 -0.78 -0.14  -0.61
C 1.13 1.49 -1.05  -1.16
C 1.13 -1.04 0.90  -1.15
H 0.30 1.79 1.51  -0.18
H -2.84 -0.57 -1.06  0.16
H -2.18 -1.79 0.12  0.17
H 2.23 -1.28 0.87  0.24
H 2.16 1.63 -1.24  0.24
H 0.80 2.53 -1.17  0.25
H -2.89 -0.39 0.77  0.17
H 0.69 -1.78 0.17  0.25
H 0.71 -1.45 1.84  0.25
H 0.83 0.98 -2.02  0.24


Q: What is the formula in the third record?
A: C3H10Si


Q: What is the formula in the third record?
A: C3H10Si